(1)
Below is 2 unconnected molecules or ions with the total composition BrH2IO2Si in a non-equilibrium geometry, with properties calculated with ωB97M-V/def2-TZVPD.

## Properties
**Energy above the lowest of the compared OMol25 structures with the same formula, charge and spin**: 2.4640 eV
**Highest occupied orbital energy**: -10.243 eV
**Structure (SMILES)**: O=[Si](O)I.Br
**Max |F|**: 2.63 eV Å⁻¹
**Frontier orbital gap**: 9.503 eV

```
! RIJCOSX wB97M-V def2-TZVPD def2/J DEFGRID3
* xyz 0 1
O -0.020 0.322 1.087
Si -0.831 -0.544 0.151
O -0.362 -1.596 -0.922
I -3.217 -0.292 -0.012
H 0.548 -1.350 -1.263
Br 2.525 1.966 0.065
H 1.358 1.494 0.893
*
```

(2)
Below is a molecular structure, C36H28Cl2FeN6O5PS in a non-equilibrium geometry, with properties calculated with ωB97M-V/def2-TZVPD.

## Properties
**Energy above the lowest of the compared OMol25 structures with the same formula, charge and spin**: 0.2289 eV
**Highest occupied orbital energy (spin up / spin down)**: -4.426 / -4.451 eV
**Max |F|**: 1.62 eV Å⁻¹
**Frontier orbital gap (spin up / spin down)**: 6.899 / 6.924 eV

```
! RIJCOSX wB97M-V def2-TZVPD def2/J DEFGRID3
* xyz -1 5
Fe -1.457 0.069 0.324
Cl 1.028 -3.588 6.058
C 0.584 -2.305 4.984
C 0.111 -2.606 3.723
C -0.286 -1.596 2.838
N -0.825 -1.831 1.595
C -0.864 -3.050 1.044
O -0.421 -4.120 1.474
C -1.549 -3.075 -0.301
C -1.895 -4.305 -0.857
C -2.532 -4.334 -2.083
C -2.753 -3.136 -2.749
C -2.342 -1.959 -2.140
N -1.791 -1.929 -0.935
C -0.187 -0.233 3.261
C 0.306 0.034 4.542
C 0.683 -0.984 5.393
Cl 1.269 -0.608 6.976
N -0.667 0.728 2.405
C -0.577 2.044 2.636
O 0.040 2.643 3.521
C -1.365 2.861 1.639
C -1.093 4.218 1.489
C -1.859 4.963 0.612
C -2.893 4.340 -0.070
C -3.098 2.988 0.152
N -2.353 2.261 0.972
H 0.019 -3.638 3.425
H -1.661 -5.204 -0.307
H -2.853 -5.275 -2.508
H -3.227 -3.103 -3.719
H -2.438 -1.007 -2.642
H 0.367 1.058 4.870
H -0.291 4.654 2.063
H -1.654 6.012 0.455
H -3.517 4.878 -0.767
H -3.902 2.469 -0.350
O -2.021 2.992 -3.262
S -1.375 1.728 -2.962
O -1.578 0.687 -3.955
O -1.677 1.259 -1.594
C 0.397 2.022 -3.022
C 0.839 2.887 -4.003
C 2.194 3.059 -4.226
C 3.106 2.332 -3.475
C 2.659 1.463 -2.499
C 1.292 1.314 -2.244
P 0.745 0.194 -0.885
C 2.112 0.642 0.259
C 3.240 -0.107 0.564
C 4.174 0.375 1.465
C 3.987 1.599 2.081
C 2.871 2.359 1.775
C 1.949 1.886 0.864
C 1.295 -1.375 -1.617
C 1.608 -2.425 -0.756
C 2.034 -3.640 -1.255
C 2.145 -3.824 -2.625
C 1.799 -2.797 -3.488
C 1.350 -1.587 -2.993
H 0.094 3.408 -4.580
H 2.543 3.749 -4.979
H 4.168 2.445 -3.641
H 3.371 0.885 -1.925
H 3.400 -1.061 0.086
H 5.054 -0.213 1.683
H 4.712 1.959 2.795
H 2.714 3.307 2.264
H 1.082 2.478 0.602
H 1.521 -2.274 0.310
H 2.280 -4.439 -0.570
H 2.507 -4.764 -3.016
H 1.897 -2.941 -4.555
H 1.042 -0.806 -3.673
N -4.011 -0.001 2.380
N -3.860 -0.401 0.979
H -3.940 1.016 2.385
H -3.153 -0.315 2.837
H -4.652 0.003 0.482
H -3.970 -1.414 0.967
*
```

(3)
Below is C5H9NO in the gas phase in a non-equilibrium geometry, with properties calculated with ωB97M-V/def2-TZVPD.

## Properties
**Energy above the lowest of the compared OMol25 structures with the same formula, charge and spin**: 2.3024 eV
**Highest occupied orbital energy**: -10.589 eV
**Max |F|**: 2.02 eV Å⁻¹
**Frontier orbital gap**: 11.226 eV

```
! RIJCOSX wB97M-V def2-TZVPD def2/J DEFGRID3
* xyz 0 1
C -1.122 1.121 0.089
C 0.112 0.262 0.258
C 1.152 0.435 -0.845
C -0.308 -1.236 0.366
O -1.072 -1.618 -0.759
C 1.345 0.055 2.290
N 0.759 0.712 1.499
H -1.702 0.763 -0.760
H -1.728 1.049 0.999
H -0.825 2.164 -0.046
H 1.516 1.465 -0.856
H 0.710 0.203 -1.817
H 2.012 -0.226 -0.674
H 0.572 -1.889 0.483
H -0.947 -1.386 1.243
H -0.475 -1.876 -1.471
*
```